# 1
This record from the OMol25 dataset describes a cluster of 3 separate species, C2H13N2O2 in total at a distorted geometry. The level of theory is wB97M-V/def2-TZVPD.

```
19
Properties=species:S:1:pos:R:3:lowdin_charge:R:1
C -1.8402 0.6317 0.1391 -0.22
N -1.7293 -0.7630 -0.3163 0.00
C -0.4736 1.3080 0.0698 -0.13
N 0.3680 0.6430 -1.0022 0.17
H -2.4805 1.2002 -0.5331 0.12
H -2.2468 0.6280 1.1498 0.12
H -2.5818 -1.0372 -0.8195 0.09
H -1.8658 -1.4032 0.4658 0.09
H -0.5230 2.3783 -0.1340 0.13
H 0.1654 1.2907 0.9625 0.11
H 1.1354 1.2852 -1.1242 0.16
H -0.0917 0.4554 -1.8876 0.16
H 0.6756 -0.2451 -0.6199 0.10
H 2.3680 -2.0557 -1.3284 0.05
H 1.0039 -2.5377 -1.4550 0.07
O 1.5439 -1.7682 -1.7253 -0.05
H 2.4966 -0.6478 2.3873 0.04
H 2.2418 0.6132 3.2019 0.04
O 1.8341 0.0243 2.5691 -0.05
```

Calculated values
Frontier orbital gap, eV: 11.170
Net charge: +1
ΔE to the lowest compared entry with this formula, charge and spin, kJ/mol: 73.4
Molar mass, g mol⁻¹: 97.14
HOMO, eV: -14.211
F_max, eV/A: 1.67



# 2
This record from the OMol25 dataset describes a cluster of 2 separate species, C4H11NO in total at a distorted geometry. The level of theory is wB97M-V/def2-TZVPD.

```
17
Properties=species:S:1:pos:R:3:lowdin_charge:R:1
C -2.1147 0.4104 -0.2732 -0.01
C -1.6992 -0.4548 -1.1713 -0.30
N -0.6601 -0.3472 -2.1322 0.01
H -2.9024 0.0926 0.3826 0.05
H -1.7351 1.4167 -0.1375 0.05
H -2.2432 -1.4022 -1.2005 0.09
H -0.7658 0.5459 -2.6042 0.07
H 0.2777 -0.2899 -1.7629 0.05
C 1.3929 -0.9733 1.1741 -0.09
C 1.4386 0.5462 1.2068 -0.29
O 1.3360 1.0665 -0.1527 -0.12
H 1.4621 -1.3707 2.1884 0.08
H 0.4932 -1.3032 0.6599 0.06
H 2.2525 -1.3276 0.6083 0.07
H 2.3847 0.9037 1.6141 0.11
H 0.5863 0.9329 1.7628 0.10
H 0.4966 1.5540 -0.1625 0.05
```

Calculated values
Frontier orbital gap, eV: 10.468
SMILES string: C=CN.CCO
ΔE to the lowest compared entry with this formula, charge and spin, kJ/mol: 184.1
Molar mass, g mol⁻¹: 89.14
HOMO, eV: -9.541
F_max, eV/A: 1.19



# 3
This record from the OMol25 dataset describes the molecule C2HN3S at a distorted geometry. The level of theory is wB97M-V/def2-TZVPD.

```
7
Properties=species:S:1:pos:R:3:lowdin_charge:R:1
N 1.6918 0.4033 1.8537 0.16
C 1.1061 -0.0770 0.9915 -0.45
N 0.5455 -0.5532 -0.1262 -0.28
S -1.1433 -0.5313 0.1023 0.97
C -1.4793 0.7486 -0.8702 -0.63
N -1.6540 1.4829 -1.7170 0.12
H 0.9331 -1.4732 -0.2343 0.10
```

Calculated values
Frontier orbital gap, eV: 10.250
SMILES string: N#CNSC#N
ΔE to the lowest compared entry with this formula, charge and spin, kJ/mol: 0.0
Molar mass, g mol⁻¹: 99.12
HOMO, eV: -10.753
F_max, eV/A: 2.42



# 4
This record from the OMol25 dataset describes a cluster of 3 separate species, C21H44ClF2N2OS in total at a distorted geometry. The level of theory is wB97M-V/def2-TZVPD.

```
72
Properties=species:S:1:pos:R:3:lowdin_charge:R:1
O 1.6186 -1.9296 -0.0800 0.01
C 2.2228 -0.9142 -0.7565 -0.12
F 3.6675 -0.6014 -0.6244 -0.01
C 1.1983 -0.0919 -1.7941 -0.08
N -0.0344 0.4269 -1.1222 -0.13
C -1.2667 0.4287 -1.9842 -0.16
F -2.5019 0.0655 -1.1932 -0.07
C -1.4361 1.8946 -2.7567 -0.05
N -1.4709 3.0714 -1.8083 0.02
C -1.0659 2.7693 -0.3854 -0.11
C 0.1370 1.6227 -0.2551 -0.65
S -0.0089 0.9990 1.5468 0.77
C 1.5483 2.4301 -0.3317 -0.20
C 1.7603 3.3508 -1.6860 -0.25
C 3.3679 3.3319 -2.0309 -0.53
Cl 4.3520 4.2848 -0.7501 0.48
H 1.7759 0.6793 -2.4773 0.13
H 0.8342 -0.9427 -2.5508 0.16
H -1.2445 -0.3724 -2.8694 0.18
H -0.5291 1.9323 -3.5302 0.16
H -2.4313 1.7747 -3.4061 0.17
H -2.4801 3.4098 -1.7934 0.21
H -0.9236 3.8489 -2.2674 0.18
H -0.6547 3.7952 0.0672 0.17
H -1.9623 2.4410 0.2985 0.14
H -0.4574 -0.3289 1.4636 -0.07
H 2.5187 1.7939 -0.1892 0.11
H 1.5394 3.2085 0.5748 0.14
H 1.4618 4.4758 -1.4299 0.13
H 1.1413 2.9937 -2.6144 0.09
H 3.7788 2.2233 -1.9824 0.09
H 3.6206 3.7481 -3.1036 0.10
C 3.9820 -0.2514 2.7369 -0.11
C 4.8006 0.7367 3.5527 -0.27
C 5.2898 0.1589 4.8828 -0.22
C 4.1839 -0.2503 5.8632 -0.23
C 3.2109 0.8653 6.2518 -0.28
C 3.8837 2.0204 6.9749 -0.12
H 3.0698 -0.5508 3.2588 0.07
H 3.6848 0.2020 1.7850 0.04
H 4.5657 -1.1500 2.5146 0.08
H 4.2161 1.6478 3.7216 0.10
H 5.6739 1.0381 2.9621 0.11
H 5.9504 0.8898 5.3614 0.10
H 5.9134 -0.7209 4.6797 0.11
H 4.6566 -0.6417 6.7732 0.11
H 3.6118 -1.0846 5.4417 0.10
H 2.4415 0.4421 6.9092 0.11
H 2.6831 1.2404 5.3668 0.09
H 4.3741 1.6743 7.8895 0.08
H 3.1393 2.7740 7.2548 0.07
H 4.6308 2.5120 6.3457 0.07
C -4.8741 -1.9663 -0.9460 -0.12
C -4.0842 -2.9747 -1.7652 -0.27
C -4.1735 -2.7269 -3.2728 -0.23
C -5.5812 -2.8383 -3.8707 -0.23
C -6.2794 -4.1822 -3.6499 -0.27
C -5.5510 -5.3480 -4.2982 -0.11
H -5.9430 -2.0105 -1.1691 0.07
H -4.7507 -2.1711 0.1232 0.08
H -4.5213 -0.9482 -1.1371 0.05
H -4.4190 -3.9892 -1.5222 0.10
H -3.0310 -2.9198 -1.4653 0.10
H -3.5029 -3.4261 -3.7839 0.10
H -3.7843 -1.7244 -3.4914 0.09
H -5.5144 -2.6462 -4.9493 0.11
H -6.2151 -2.0420 -3.4645 0.10
H -7.2897 -4.1227 -4.0727 0.11
H -6.4083 -4.3768 -2.5784 0.10
H -5.4569 -5.1964 -5.3775 0.08
H -6.1076 -6.2774 -4.1346 0.08
H -4.5504 -5.4841 -3.8787 0.07
```

Calculated values
Frontier orbital gap, eV: 8.664
Net charge: +1
Molar mass, g mol⁻¹: 446.11
HOMO, eV: -12.367
F_max, eV/A: 10.40



# 5
This record from the OMol25 dataset describes a cluster of 3 separate species, C2H3N3O2S in total at a distorted geometry. The level of theory is wB97M-V/def2-TZVPD.

```
11
Properties=species:S:1:pos:R:3:lowdin_charge:R:1
C 1.0209 -0.4599 -0.0880 -0.77
C -1.2806 -0.3172 -0.1657 -0.47
H -1.1915 2.1962 -0.2586 0.26
H 0.5565 2.0973 1.4005 0.23
H 0.8103 -2.4526 -0.4363 0.11
N 0.1449 1.7823 0.0215 -0.02
N -0.0911 0.4642 -0.1386 -0.24
N 0.5412 -1.7687 0.2163 0.06
O -0.8860 -1.6981 -0.0226 0.02
O -2.2741 0.2189 -0.2968 0.19
S 2.6494 -0.0625 -0.2318 0.62
```

Calculated values
Frontier orbital gap, eV: 8.730
ΔE to the lowest compared entry with this formula, charge and spin, kJ/mol: 549.4
Molar mass, g mol⁻¹: 133.13
HOMO, eV: -9.212
F_max, eV/A: 6.72



# 6
This record from the OMol25 dataset describes a structure of composition C13H16BrN4O2OsSe4. The level of theory is wB97M-V/def2-TZVPD.

```
41
Properties=species:S:1:pos:R:3:lowdin_charge:R:1
Os -0.0740 2.3977 -0.8263 0.76
Se -0.8652 3.2715 -2.7809 0.36
Se -0.2838 5.4496 -3.1138 0.16
Se 0.9086 6.1125 -1.3255 0.14
Se 0.8825 4.2572 0.0481 0.22
Br -2.9727 -0.5375 1.3229 0.87
C -3.0405 -1.4757 -0.3233 -0.59
C -3.5188 -2.7759 -0.2731 -0.12
C -3.6970 -3.4915 -1.4452 -0.05
C -3.4270 -2.9014 -2.6717 -0.05
C -2.9633 -1.5998 -2.7132 0.00
C -2.7408 -0.8769 -1.5412 -0.17
C -2.1903 0.4929 -1.7249 -0.56
O -2.5104 1.2052 -2.6449 -0.02
O -1.2345 0.8258 -0.8449 -0.35
H -3.7640 -3.2170 0.6823 0.10
H -4.0640 -4.5070 -1.3959 0.12
H -3.5816 -3.4498 -3.5890 0.11
H -2.7543 -1.1204 -3.6591 0.13
C 0.4693 0.8963 1.7396 -0.19
N 1.1475 1.0554 0.3944 -0.25
C 1.2724 -0.3433 -0.2003 -0.16
N 1.9802 -1.2345 0.6695 -0.08
C 1.2640 -1.3249 1.9427 -0.14
N 1.1839 -0.0169 2.5909 -0.07
C 2.5406 0.4813 2.8030 -0.15
N 3.2641 0.5959 1.5370 -0.08
C 2.5606 1.5059 0.6752 -0.22
C 3.3236 -0.7217 0.9107 -0.15
H -0.5405 0.5376 1.5490 0.04
H 0.4337 1.8866 2.2067 0.13
H 1.8011 -0.2321 -1.1506 0.14
H 0.2640 -0.7120 -0.3735 0.11
H 1.7947 -2.0115 2.6026 0.14
H 0.2551 -1.7055 1.7685 0.13
H 3.0767 -0.2102 3.4545 0.14
H 2.4972 1.4588 3.2885 0.14
H 3.0696 1.6086 -0.2858 0.13
H 2.5111 2.4820 1.1666 0.06
H 3.8618 -1.4054 1.5680 0.14
H 3.8602 -0.6501 -0.0378 0.14
```

Calculated values
Frontier orbital gap (spin up / spin down), eV: 6.012 / 6.507
Net charge: +1
ΔE to the lowest compared entry with this formula, charge and spin, kJ/mol: 0.0
Molar mass, g mol⁻¹: 846.27
HOMO (spin up / spin down), eV: -11.833 / -11.770
F_max, eV/A: 0.67